Entry 1:
17
Properties=species:S:1:pos:R:3:mulliken_charge:R:1 method="wB97M-V/def2-TZVPD" e_above_lowest_ev=0.5186 total_energy_ev=-6389.6024 smiles=CCO.CC gap_ha=0.414 homo_energy_ev=-10.341
C 0.3938 -0.5675 -3.0408 -1.1541
C -0.4851 -0.2709 -1.8408 0.0997
O -1.8192 -0.6825 -2.1628 -0.5426
H 0.1902 -1.5655 -3.4390 0.3038
H 1.4468 -0.5205 -2.7684 0.3395
H 0.2046 0.1329 -3.8467 0.2916
H -0.1267 -0.8393 -0.9847 0.1088
H -0.4830 0.7995 -1.6513 0.2515
H -2.3507 -0.7753 -1.3701 0.2899
C -0.2062 0.1614 2.2775 -0.5726
C 0.9450 0.8918 3.0083 -0.8646
H -0.7185 -0.5653 2.9108 0.3274
H -0.9332 0.8852 1.9137 0.2571
H 0.2000 -0.3616 1.4149 0.0564
H 0.6489 1.8910 3.3233 0.2597
H 1.2941 0.3742 3.9067 0.2647
H 1.7993 1.0125 2.3494 0.2839

Entry 2:
17
Properties=species:S:1:pos:R:3:mulliken_charge:R:1 method="wB97M-V/def2-TZVPD" e_above_lowest_ev=0.3926 total_energy_ev=-6389.7284 smiles=CCO.CC gap_ha=0.412 homo_energy_ev=-10.316
C 2.8057 0.0034 1.6696 -1.1639
C 1.4265 -0.4051 1.2038 -0.0253
O 0.4884 0.4937 1.8021 -0.5258
H 2.8712 -0.0563 2.7690 0.2838
H 3.0225 1.0396 1.3600 0.2993
H 3.5712 -0.6612 1.2349 0.3471
H 1.3623 -0.3544 0.0998 0.2336
H 1.2114 -1.4481 1.5059 0.2594
H -0.4100 0.2372 1.5062 0.2851
C -1.6595 0.6788 -2.0341 -0.7708
C -2.4278 -0.3910 -1.2537 -0.7815
H -1.0855 0.2164 -2.8547 0.2549
H -0.9573 1.2085 -1.3685 0.2194
H -2.3588 1.4149 -2.4652 0.3071
H -3.1299 -0.9207 -1.9193 0.3109
H -1.7285 -1.1271 -0.8226 0.2155
H -3.0018 0.0714 -0.4331 0.2511

Entry 3:
17
Properties=species:S:1:pos:R:3:mulliken_charge:R:1 method="wB97M-V/def2-TZVPD" e_above_lowest_ev=0.8159 total_energy_ev=-6389.3051 smiles=CCO.CC gap_ha=0.410 homo_energy_ev=-10.250
C 0.7664 -2.5134 -0.0763 -1.0081
C 0.9581 -1.2106 0.7132 -0.0702
O 2.0616 -0.4929 0.1387 -0.5246
H 1.5512 -3.2044 0.1999 0.2601
H 0.5205 -2.2364 -1.0984 0.3794
H -0.1338 -2.9869 0.2834 0.3061
H 0.0717 -0.5807 0.6813 0.0405
H 1.2215 -1.3964 1.7453 0.3088
H 1.8965 -0.3725 -0.8068 0.3061
C -1.5716 2.3431 0.3758 -0.8404
C -2.0244 1.8132 -0.9965 -0.8296
H -1.9670 3.3553 0.4851 0.3204
H -1.6678 1.7189 1.2576 0.2821
H -0.4918 2.5295 0.2797 0.2390
H -3.0649 2.0862 -1.1319 0.2959
H -2.0786 0.7310 -1.0861 0.2742
H -1.4606 2.3163 -1.7784 0.2603

Entry 4:
18
Properties=species:S:1:pos:R:3:mulliken_charge:R:1 method="wB97M-V/def2-TZVPD" e_above_lowest_ev=0.9045 total_energy_ev=-8436.6096 smiles="C=C(C)C.O.O" gap_ha=0.362 homo_energy_ev=-9.274
C -0.5276 -2.0772 0.8052 -0.9964
C -0.5034 -0.7428 0.6968 0.9038
C -0.9804 0.1367 1.7945 -1.0604
C 0.2040 -0.1679 -0.5437 -0.9081
H -0.2850 -2.7389 -0.0115 0.2591
H -0.8912 -2.5199 1.7257 0.2324
H -1.2588 -0.5627 2.5802 0.2949
H -1.8077 0.7972 1.5319 0.2762
H -0.2323 0.8266 2.2006 0.2710
H 0.2676 -0.9535 -1.2821 0.3339
H 1.1053 0.3335 -0.2084 0.1677
H -0.5058 0.5477 -0.9741 0.2316
O 4.5545 0.8625 1.5530 -0.6370
H 4.9631 0.4927 0.7472 0.3219
H 3.8312 1.3516 1.1388 0.3120
O -2.9949 1.4563 -3.7214 -0.6343
H -2.5902 2.1805 -4.2216 0.3213
H -2.3486 0.7777 -3.8111 0.3106

Entry 5:
18
Properties=species:S:1:pos:R:3:mulliken_charge:R:1 method="wB97M-V/def2-TZVPD" e_above_lowest_ev=1.1456 total_energy_ev=-8436.3685 smiles="C/C=C/C.O.O" gap_ha=0.350 homo_energy_ev=-9.013
C 1.2592 -0.6168 -0.5050 -0.9141
C 1.6719 -0.5966 0.9791 -0.0339
C 1.8699 -1.8164 1.5111 -0.1800
C 2.3239 -2.0839 2.9073 -1.0766
H 2.0108 -0.0366 -1.0605 0.2799
H 1.2887 -1.6536 -0.8272 0.2622
H 0.2281 -0.2479 -0.6301 0.2396
H 1.5422 0.3233 1.5814 0.3207
H 1.5483 -2.7341 1.0207 0.2570
H 1.9458 -3.0328 3.3099 0.3100
H 3.4181 -2.2119 2.7191 0.2499
H 2.0257 -1.2885 3.5820 0.2856
O -2.7138 2.5649 -3.0642 -0.6597
H -2.0558 3.2634 -3.1306 0.3192
H -2.8825 2.1490 -3.9125 0.3100
O -4.7893 2.9038 -1.3404 -0.6435
H -3.9533 3.1716 -1.7374 0.3819
H -4.7379 1.9432 -1.4026 0.2917

Entry 6:
19
Properties=species:S:1:pos:R:3:mulliken_charge:R:1 method="wB97M-V/def2-TZVPD" e_above_lowest_ev=1.5925 total_energy_ev=-19271.1135 smiles=OCCCCS.O gap_ha=0.344 homo_energy_ev=-8.665
O 1.0099 0.5914 -1.6164 -0.5311
C -0.0253 0.8411 -0.6509 -0.3963
C 0.4550 1.1245 0.7834 -0.7091
C 1.6013 0.0667 1.2419 -0.5140
C 1.1882 -1.3723 1.4878 -0.5665
S 2.2539 -2.4453 0.4547 -0.2559
H 0.6464 0.0351 -2.4100 0.3072
H -0.4448 1.7540 -1.1244 0.3026
H -0.7284 0.0001 -0.6459 0.3016
H -0.4628 1.0015 1.3825 0.3124
H 0.9173 2.1495 0.7993 0.3469
H 1.9679 0.6593 2.1308 0.2620
H 2.3337 0.1303 0.4099 0.3742
H 1.5999 -1.9007 2.3836 0.2236
H 0.0964 -1.5998 1.5180 0.4288
H 1.2843 -3.0685 -0.2738 0.1089
O -4.1648 0.6186 -1.9718 -0.6071
H -4.7719 0.7827 -2.6629 0.3036
H -4.7561 0.6317 -1.2357 0.3081